ORCA calculation (ωB97M-V with the def2-TZVPD basis set) on a structure of composition C53H35ClMoN5O2 at a distorted geometry.

Properties
- ΔE to the lowest compared entry with this formula, charge and spin: 0.202 eV
- Multiplicity: 1
- HOMO-LUMO gap: 6.042 eV
- Charge: +1
- E_LUMO: -3.6 eV
- E_tot: -2993.24352 a.u.
- HOMO energy: -9.60 eV

Each line ends with the Löwdin charge.
Atoms and positions in Å:
Mo -0.07 0.21 -0.16  1.7453
C -7.65 -1.10 0.89  -0.0735
C -7.16 -0.19 -0.03  -0.0678
C -5.79 0.03 -0.13  -0.0401
C -4.90 -0.66 0.68  -0.2047
C -5.40 -1.57 1.61  -0.0339
C -6.77 -1.79 1.72  -0.0639
C -3.43 -0.42 0.61  -0.0566
C -2.96 0.87 0.88  -0.2111
C -3.81 1.92 1.36  0.0240
C -3.02 3.00 1.58  0.0257
C -1.68 2.60 1.23  -0.2164
C -0.58 3.43 1.38  -0.0621
C -0.80 4.84 1.79  -0.2123
C -0.32 5.29 3.02  -0.0332
C -0.53 6.60 3.43  -0.0640
C -1.21 7.48 2.60  -0.0745
C -1.69 7.04 1.37  -0.0690
C -1.49 5.73 0.97  -0.0368
C 0.72 2.96 1.26  -0.2365
N 1.11 1.65 1.06  0.0004
C 2.49 1.69 1.07  -0.2298
C 3.34 0.59 1.00  -0.0601
C 4.81 0.80 1.11  -0.2114
C 5.65 0.49 0.05  -0.0358
C 7.02 0.69 0.17  -0.0691
C 7.56 1.19 1.34  -0.0752
C 6.72 1.49 2.41  -0.0649
C 5.35 1.30 2.30  -0.0340
C 2.86 -0.69 0.87  -0.2166
C 3.68 -1.86 0.94  0.0281
C 2.87 -2.92 0.73  0.0290
C 1.55 -2.40 0.53  -0.2160
N 1.54 -1.03 0.65  0.0149
C 0.47 -3.23 0.25  -0.0591
C -0.83 -2.78 0.17  -0.2174
C -1.97 -3.61 -0.08  0.0308
C -3.07 -2.82 0.02  0.0222
C -2.60 -1.50 0.34  -0.2266
N -1.23 -1.48 0.38  0.0044
C 0.72 -4.69 0.07  -0.2122
C 1.40 -5.16 -1.05  -0.0288
C 1.61 -6.52 -1.23  -0.0656
C 1.16 -7.42 -0.28  -0.0749
C 0.49 -6.96 0.85  -0.0651
C 0.26 -5.60 1.02  -0.0314
C 2.95 3.03 1.22  0.0171
C 1.86 3.82 1.34  0.0140
N -1.65 1.30 0.82  0.0043
H -8.72 -1.27 0.98  0.1078
H -7.84 0.34 -0.68  0.1079
H -5.41 0.73 -0.86  0.1215
H -4.72 -2.10 2.27  0.1253
H -7.15 -2.49 2.45  0.1092
H -4.86 1.84 1.53  0.1210
H -3.30 3.96 1.97  0.1226
H 0.20 4.59 3.67  0.1263
H -0.16 6.93 4.39  0.1090
H -1.37 8.50 2.91  0.1076
H -2.22 7.73 0.72  0.1075
H -1.87 5.39 0.01  0.1222
H 5.23 0.10 -0.87  0.1214
H 7.67 0.46 -0.67  0.1071
H 8.63 1.33 1.44  0.1074
H 7.13 1.87 3.34  0.1089
H 4.70 1.53 3.13  0.1260
H 4.74 -1.86 1.16  0.1232
H 3.13 -3.97 0.73  0.1237
H -1.94 -4.66 -0.32  0.1232
H -4.10 -3.09 -0.12  0.1216
H 1.75 -4.45 -1.80  0.1066
H 2.14 -6.87 -2.11  0.1076
H 1.32 -8.49 -0.42  0.1072
H 0.14 -7.66 1.60  0.1087
H -0.26 -5.24 1.89  0.1263
H 3.99 3.33 1.24  0.1201
H 1.82 4.89 1.47  0.1214
Cl -0.91 -2.94 -6.93  0.6864
C -0.45 -2.30 -5.38  -0.6673
C 0.81 -2.63 -4.85  -0.0658
C 1.20 -2.16 -3.62  0.0056
C 0.34 -1.33 -2.86  -0.3123
O 0.73 -0.91 -1.71  -0.1931
C -0.92 -0.99 -3.42  -0.1292
C -1.77 -0.12 -2.73  -0.1251
O -1.58 0.36 -1.59  -0.1630
C -1.30 -1.49 -4.69  -0.0511
H 1.48 -3.26 -5.42  0.1149
H 2.18 -2.40 -3.21  0.1213
H -2.70 0.17 -3.22  0.1483
H -2.26 -1.23 -5.11  0.1224
C 1.67 2.95 -3.46  -0.0109
C 1.11 2.23 -2.33  -0.1061
N 0.69 1.66 -1.43  0.0727
H 2.08 3.91 -3.12  0.0985
H 0.90 3.15 -4.20  0.0972
H 2.46 2.37 -3.91  0.0987

---

ORCA calculation (ωB97M-V with the def2-TZVPD basis set) on a structure of composition C53H38Cl3F4N8O4S5SeW at a distorted geometry.

Properties
- Multiplicity: 3
- HOMO-LUMO gap (alpha / beta): 5.338 / 5.269 eV
- Charge: -1
- E_LUMO (alpha / beta): 0.0 / -0.3 eV
- E_tot: -9021.02140 a.u.
- HOMO energy (alpha / beta): -5.38 / -5.59 eV

Each line ends with the Löwdin charge.
Atoms and positions in Å:
W 0.10 -0.05 -0.55  1.5695
C 3.13 -4.82 2.26  -0.0790
C 1.80 -4.38 1.64  -0.2184
C 1.76 -4.46 0.13  -0.1552
C 1.93 -5.75 -0.37  -0.0574
C 1.82 -6.05 -1.71  -0.0682
C 1.44 -5.04 -2.57  -0.0397
C 1.24 -3.74 -2.12  -0.1503
C 0.78 -2.77 -3.17  -0.2141
C 1.88 -2.45 -4.17  -0.0628
C 1.46 -3.40 -0.77  -0.1621
N 1.43 -2.03 -0.32  -0.0205
C 2.34 -1.79 0.61  -0.0996
C 2.28 -0.61 1.36  -0.3628
C 3.05 -0.10 2.41  -0.0046
C 2.57 1.19 2.65  -0.0852
C 1.54 1.42 1.77  -0.1348
N 1.34 0.34 0.97  -0.1565
H 3.04 -4.84 3.35  0.0734
H 3.94 -4.14 2.00  0.0704
H 3.42 -5.82 1.93  0.0638
H 1.59 -3.38 1.99  0.0616
H 1.01 -5.03 2.03  0.1226
H 2.16 -6.54 0.33  0.1077
H 1.98 -7.06 -2.07  0.1033
H 1.28 -5.25 -3.62  0.1186
H -0.07 -3.22 -3.70  0.1128
H 0.42 -1.86 -2.70  0.0178
H 2.71 -1.94 -3.67  0.0799
H 1.51 -1.80 -4.96  0.0553
H 2.27 -3.36 -4.63  0.0728
H 3.15 -2.50 0.75  0.1386
H 3.84 -0.62 2.92  0.1133
H 2.94 1.88 3.40  0.1019
H 0.92 2.29 1.67  0.1169
C 5.74 1.17 -2.36  -0.0899
C 5.10 0.80 -1.17  -0.0765
C 3.75 0.54 -1.16  -0.0398
C 2.94 0.63 -2.32  -0.1640
C 1.52 0.35 -2.29  -0.2018
C 0.90 0.62 -3.49  -0.2224
C 1.53 1.05 -4.67  -0.0934
C 2.87 1.23 -4.70  -0.0309
C 3.61 1.04 -3.51  -0.1697
C 5.00 1.29 -3.50  -0.0384
H 6.80 1.38 -2.36  0.0979
H 5.66 0.72 -0.25  0.0989
H 3.30 0.27 -0.23  0.0566
H -0.17 0.50 -3.58  -0.0304
H 0.92 1.21 -5.55  0.0989
H 3.39 1.54 -5.60  0.1143
H 5.46 1.59 -4.43  0.1101
F -2.01 3.05 -2.12  0.1073
C -1.81 3.46 -3.37  -0.1515
C -2.83 3.33 -4.27  -0.1461
F -3.99 2.83 -3.84  0.1229
C -2.71 3.74 -5.62  -0.0469
C -1.50 4.41 -5.91  -0.1435
C -0.49 4.56 -5.00  -0.1501
F 0.63 5.19 -5.39  0.1113
C -0.56 4.03 -3.69  -0.0322
C 0.56 4.01 -2.79  -0.1561
C 0.61 3.11 -1.73  -0.1178
N 0.64 2.29 -0.91  0.1322
C 1.71 4.80 -2.99  -0.2249
N 2.65 5.46 -3.09  0.1485
F -1.31 4.88 -7.14  0.1163
C -3.71 3.49 -6.58  -0.1454
C -3.72 4.04 -7.88  -0.2027
N -3.82 4.48 -8.94  0.1687
C -4.81 2.62 -6.33  -0.2015
N -5.69 1.90 -6.19  0.1761
Cl 0.00 0.91 4.84  0.6095
C -1.71 0.67 4.47  -1.4806
Cl -2.52 2.25 4.43  0.5976
Cl -2.44 -0.31 5.76  0.5971
C -1.92 -0.06 3.05  -0.8063
O -2.90 -0.79 3.00  -0.0053
O -1.03 0.17 2.20  -0.1454
C -3.21 -4.16 1.70  -0.0100
N -2.02 -3.62 2.32  -0.0537
C -1.23 -2.71 1.73  -0.5690
Se -1.54 -2.00 0.04  0.8718
N -0.27 -2.36 2.61  0.1218
C -0.51 -2.96 3.83  -0.1843
C 0.12 -2.84 5.05  -0.0212
C -0.41 -3.58 6.10  -0.0925
C -1.52 -4.41 5.92  -0.0879
C -2.15 -4.52 4.69  0.0018
C -1.63 -3.78 3.64  -0.1490
H -3.03 -4.28 0.64  0.0670
H -4.04 -3.47 1.84  0.1122
H -3.45 -5.12 2.16  0.0919
H 0.35 -1.57 2.46  0.1226
H 0.97 -2.18 5.19  0.1076
H 0.04 -3.51 7.08  0.1032
H -1.90 -4.96 6.76  0.1009
H -3.02 -5.15 4.56  0.1092
C -2.93 2.60 0.68  0.0286
C -2.65 1.23 0.13  -0.6338
O -3.50 0.39 -0.01  0.0511
O -1.37 1.02 -0.20  -0.4003
H -3.92 2.92 0.36  0.0961
H -2.17 3.31 0.37  0.0801
H -2.93 2.53 1.77  0.0398
C -5.09 -1.75 -2.45  -0.3634
S -3.94 -3.12 -2.77  0.7797
C -2.95 -2.42 -4.04  -1.0051
C -2.10 -1.38 -3.87  -1.0127
S -1.91 -0.50 -2.39  0.5918
S -1.33 -0.83 -5.36  0.9206
C -2.04 -1.98 -6.45  -1.4967
S -1.75 -2.00 -8.06  0.5232
S -3.09 -3.10 -5.64  0.9054
H -5.49 -1.91 -1.45  0.0367
H -5.87 -1.75 -3.21  0.0363
H -4.53 -0.81 -2.46  0.0005